Molecular formula: C2H7N
Method: DFT, ωB97M-V/def2-TZVPD

Summary:
**LUMO level**: 1.2 eV
**Charge**: 0
**Strongest force on any atom**: 0.0162 hartree/bohr
**Energy relative to the best compared isomer or geometry (same formula, charge and spin)**: 21.9 kcal per mole
**Total energy**: -3676.535 eV
**Structure (SMILES)**: C=N.C
**Frontier orbital gap**: 11.6 eV

Element x y z (Å)
C 2.2577 7.0673 -3.2303
H 2.3404 7.9991 -2.6810
H 2.3612 6.2159 -2.5653
H 2.9353 7.1388 -4.0766
H 1.2638 6.9205 -3.6638
C -1.9823 -4.4712 1.8623
N -0.7362 -4.3981 2.0944
H -2.3538 -4.8623 0.9183
H -2.7323 -4.0963 2.5631
H -0.6371 -4.0640 3.0609

Molecular formula: C2H7N2
Method: DFT, ωB97M-V/def2-TZVPD

Summary:
**LUMO level**: -9.2 eV
**Charge**: +1
**Strongest force on any atom**: 0.0534 hartree/bohr
**Energy relative to the best compared isomer or geometry (same formula, charge and spin)**: 115.9 kcal per mole
**Total energy**: -5156.441 eV
**Frontier orbital gap**: 6.0 eV

Element x y z (Å)
C -1.6839 0.0929 -0.0417
N -0.3692 0.3461 -0.4859
C 0.6631 -0.2800 0.2100
N 1.9993 0.1136 -0.1906
H -1.9250 -0.9789 -0.0416
H -2.3923 0.6326 -0.6684
H -1.8550 0.4657 0.9862
H 0.6181 -1.3830 0.1355
H 0.6046 -0.0449 1.2974
H 2.1671 1.0944 -0.0307
H 2.1731 -0.0586 -1.1702

Molecular formula: C2H7N2O
Method: DFT, ωB97M-V/def2-TZVPD

Summary:
**LUMO level**: -3.6 eV
**Charge**: +1
**Strongest force on any atom**: 0.0946 hartree/bohr
**Energy relative to the best compared isomer or geometry (same formula, charge and spin)**: 34.6 kcal per mole
**Total energy**: -7207.645 eV
**Structure (SMILES)**: NC(=[NH2+])CO
**Frontier orbital gap**: 12.1 eV

Element x y z (Å)
C -0.5285 -0.0161 0.1213
C 1.0903 0.7427 0.1757
N -1.5982 0.6673 -0.0661
N -0.5298 -1.3519 0.0746
O 1.9902 -0.2738 -0.0573
H 1.0832 1.5842 -0.6605
H 1.2227 1.2639 1.1817
H -1.4210 1.5745 0.3639
H -2.4707 0.2809 -0.2676
H 0.3533 -1.8231 -0.0298
H -1.2689 -2.0542 0.0626
H 2.0773 -0.5943 -0.8984

Molecular formula: C2H7N2O
Method: DFT, ωB97M-V/def2-TZVPD

Summary:
**LUMO level**: -9.5 eV
**Charge**: +1
**Strongest force on any atom**: 0.0212 hartree/bohr
**Energy relative to the best compared isomer or geometry (same formula, charge and spin)**: 109.9 kcal per mole
**Total energy**: -7204.381 eV
**Frontier orbital gap**: 3.1 eV

Element x y z (Å)
N 3.2724 0.9360 0.3199
C -1.6537 -0.5582 1.1036
C -0.9216 -0.2863 -0.1080
N -1.6341 -0.0145 -1.2229
O 0.2988 -0.3124 -0.0285
H 2.2735 0.9638 0.1686
H 3.7409 0.1490 -0.0933
H 3.7323 1.8008 0.0973
H -1.1082 -0.7390 2.0307
H -2.7369 -0.6322 1.1190
H -1.1289 0.0876 -2.0950
H -2.6240 -0.1931 -1.2623

Molecular formula: C2H7N2O
Method: DFT, ωB97M-V/def2-TZVPD

Summary:
**LUMO level**: -5.2 eV
**Charge**: +1
**Strongest force on any atom**: 0.0889 hartree/bohr
**Energy relative to the best compared isomer or geometry (same formula, charge and spin)**: 124.0 kcal per mole
**Total energy**: -7203.768 eV
**Frontier orbital gap**: 10.3 eV

Element x y z (Å)
C -1.2666 -0.2137 -0.0105
C -0.6694 -1.5682 0.1417
N -1.9538 0.6446 -0.8493
N 0.7789 1.1438 0.2833
O -1.9622 0.5516 0.6268
H -1.4109 -2.2798 -0.2297
H -0.6495 -1.6052 1.2257
H 0.3300 -1.6546 -0.3139
H -1.5116 1.4612 -1.0030
H 1.6415 0.5736 0.4514
H 0.5742 1.9280 0.9982
H 0.7512 1.3869 -0.7442

Molecular formula: C2H7N2O
Method: DFT, ωB97M-V/def2-TZVPD

Summary:
**LUMO level**: -4.2 eV
**Charge**: +1
**Strongest force on any atom**: 0.0428 hartree/bohr
**Energy relative to the best compared isomer or geometry (same formula, charge and spin)**: 42.9 kcal per mole
**Total energy**: -7207.283 eV
**Structure (SMILES)**: N[C@@H]([NH3+])C=O
**Frontier orbital gap**: 10.6 eV

Element x y z (Å)
C 0.1353 -0.0923 0.5039
C -1.1790 -0.7634 -0.0213
N 1.2684 -0.7128 -0.1486
N 0.0186 1.3279 0.0675
O -1.7079 -0.3004 -1.0022
H 0.2915 -0.1307 1.5904
H -1.2913 -1.8128 0.4120
H 1.2470 -0.5780 -1.2197
H 1.2528 -1.7440 0.0519
H 0.2674 2.0712 0.7236
H -0.9221 1.4411 -0.1963
H 0.6194 1.2941 -0.7612

Molecular formula: C2H7N2P
Method: DFT, ωB97M-V/def2-TZVPD

Summary:
**LUMO level**: 1.0 eV
**Charge**: 0
**Strongest force on any atom**: 0.0659 hartree/bohr
**Energy relative to the best compared isomer or geometry (same formula, charge and spin)**: 39.6 kcal per mole
**Total energy**: -14454.382 eV
**Structure (SMILES)**: NPN1CC1
**Frontier orbital gap**: 9.7 eV

Element x y z (Å)
C 1.5797 -0.3268 -0.8690
C 1.3920 0.0636 0.5214
N 0.3819 0.4635 -0.4184
N -2.1184 -0.6163 0.4814
P -1.2398 0.8034 -0.5602
H 2.3061 0.3270 -1.4589
H 1.4558 -1.3684 -1.2596
H 1.1560 -0.7703 1.1702
H 1.9679 0.8309 0.9995
H -2.7927 -0.0211 0.9292
H -2.6773 -1.1075 -0.1648
H -1.4112 1.7220 0.6292

Molecular formula: C2H7N2PS2
Method: DFT, ωB97M-V/def2-TZVPD

Summary:
**LUMO level**: 0.5 eV
**Charge**: 0
**Strongest force on any atom**: 0.0824 hartree/bohr
**Energy relative to the best compared isomer or geometry (same formula, charge and spin)**: 0.0 kcal per mole
**Total energy**: -36124.319 eV
**Structure (SMILES)**: SN1CCN(S)P1
**Frontier orbital gap**: 8.9 eV

Element x y z (Å)
C -0.7325 0.8989 0.3566
C 0.5553 0.7725 -0.4021
N -1.4309 -0.3327 0.5169
N 1.1421 -0.4830 0.2331
P -0.3240 -1.6858 0.8093
S -2.4034 -0.8097 -0.9745
S 2.2904 -1.3074 -0.6805
H -0.4288 1.3402 1.2011
H -1.5734 1.5300 0.0359
H 0.5348 0.7059 -1.4860
H 1.2246 1.5723 -0.2228
H -0.1415 -1.1351 2.1055
H -2.0523 0.2953 -1.7253
H 3.3397 -1.3613 0.2327